[1]
{
  "formula": "C4H5NO",
  "method": "wB97M-V/def2-TZVPD",
  "species": ["C", "C", "C", "N", "C", "O", "H", "H", "H", "H", "H"],
  "coordinates": [[-1.046, -0.623, 0.457], [0.215, 0.219, 0.289], [-0.012, 1.519, -0.347], [-0.354, 2.529, -0.793], [1.303, -0.431, -0.558], [1.281, -1.575, -0.942], [-1.763, -0.113, 1.103], [-1.515, -0.818, -0.510], [-0.783, -1.581, 0.909], [0.671, 0.432, 1.266], [2.004, 0.442, -0.874]],
  "lowdin_charge": [-0.049, -0.331, -0.214, 0.171, -0.234, 0.085, 0.086, 0.094, 0.087, 0.156, 0.148],
  "de_lowest_ev": 0.923,
  "homo_energy_ev": -10.66,
  "total_charge": 0,
  "max_force_ev_per_a": 1.79,
  "homo_lumo_gap_ev": 11.2,
  "lumo_ha": 0.0187,
  "smiles": "C[C@H](C#N)C=O"
}

***

[2]
{
  "formula": "C46H39N3OOsPS5Sb2",
  "method": "wB97M-V/def2-TZVPD",
  "species": ["Os", "C", "C", "C", "Sb", "C", "C", "C", "C", "C", "C", "C", "C", "C", "C", "C", "C", "Sb", "C", "C", "C", "C", "C", "C", "C", "C", "C", "C", "C", "C", "H", "H", "H", "H", "H", "H", "H", "H", "H", "H", "H", "H", "H", "H", "H", "H", "H", "H", "H", "H", "H", "H", "H", "H", "H", "H", "S", "C", "S", "C", "C", "S", "S", "S", "C", "P", "C", "C", "C", "C", "C", "C", "C", "C", "C", "C", "C", "C", "H", "H", "H", "H", "H", "H", "H", "H", "H", "H", "H", "H", "H", "O", "N", "C", "C", "N", "C", "N"],
  "coordinates": [[-0.718, -2.458, 0.782], [-1.795, 1.708, 1.380], [-1.038, 2.925, 1.924], [0.451, 2.686, 2.162], [1.741, 2.492, 0.421], [1.685, 4.577, -0.027], [2.107, 5.572, 0.852], [1.990, 6.911, 0.511], [1.441, 7.272, -0.713], [1.016, 6.292, -1.596], [1.144, 4.951, -1.256], [3.502, 2.280, 1.643], [4.474, 1.397, 1.174], [5.587, 1.072, 1.940], [5.735, 1.622, 3.205], [4.780, 2.510, 3.685], [3.677, 2.837, 2.909], [-1.732, 1.634, -0.774], [-3.514, 2.764, -1.080], [-4.638, 2.676, -0.259], [-5.758, 3.453, -0.517], [-5.766, 4.329, -1.595], [-4.653, 4.428, -2.414], [-3.531, 3.650, -2.155], [-2.607, -0.322, -1.154], [-3.926, -0.416, -1.591], [-4.426, -1.596, -2.135], [-3.602, -2.697, -2.323], [-2.279, -2.627, -1.919], [-1.807, -1.469, -1.304], [-2.848, 1.747, 1.659], [-1.398, 0.781, 1.799], [-1.491, 3.209, 2.879], [-1.175, 3.794, 1.271], [0.599, 1.801, 2.789], [0.870, 3.531, 2.711], [2.543, 5.310, 1.809], [2.328, 7.675, 1.200], [1.349, 8.318, -0.977], [0.592, 6.570, -2.552], [0.816, 4.191, -1.957], [4.360, 0.954, 0.188], [6.333, 0.389, 1.555], [6.590, 1.363, 3.816], [4.894, 2.946, 4.669], [2.947, 3.525, 3.318], [-4.659, 1.996, 0.585], [-6.625, 3.376, 0.126], [-6.640, 4.936, -1.792], [-4.653, 5.113, -3.252], [-2.664, 3.741, -2.799], [-4.581, 0.442, -1.520], [-5.464, -1.644, -2.440], [-3.984, -3.599, -2.782], [-1.630, -3.483, -2.053], [-0.724, -1.388, -1.051], [3.627, -0.831, 6.281], [2.625, -1.166, 5.062], [2.621, -0.286, 3.553], [1.338, -1.201, 2.804], [0.811, -2.258, 3.537], [-0.362, -3.261, 2.871], [1.469, -2.490, 5.122], [0.743, -0.877, 1.267], [2.293, -4.179, 0.816], [1.096, -3.477, -0.346], [2.025, -2.364, -1.426], [1.423, -1.840, -2.573], [2.092, -0.911, -3.350], [3.370, -0.499, -2.996], [3.982, -1.031, -1.872], [3.312, -1.957, -1.084], [0.538, -4.881, -1.334], [-0.283, -5.832, -0.724], [-0.699, -6.946, -1.433], [-0.302, -7.116, -2.753], [0.525, -6.181, -3.359], [0.952, -5.066, -2.652], [3.137, -4.601, 0.269], [1.793, -4.972, 1.371], [2.644, -3.423, 1.520], [0.434, -2.164, -2.873], [1.616, -0.508, -4.234], [3.893, 0.227, -3.604], [4.985, -0.728, -1.605], [3.801, -2.344, -0.199], [-0.604, -5.704, 0.302], [-1.337, -7.678, -0.957], [-0.634, -7.983, -3.309], [0.845, -6.320, -4.383], [1.607, -4.350, -3.128], [-2.278, -3.960, 0.559], [-2.718, -2.851, 1.044], [-3.962, -2.584, 1.249], [-4.307, -1.286, 1.742], [-4.597, -0.247, 2.135], [-4.969, -3.565, 0.971], [-5.768, -4.356, 0.744]],
  "lowdin_charge": [0.704, -0.406, -0.365, -0.391, 1.377, -0.407, -0.122, -0.080, -0.083, -0.088, -0.161, -0.425, -0.179, -0.096, -0.086, -0.091, -0.160, 1.452, -0.415, -0.141, -0.074, -0.077, -0.081, -0.145, -0.366, -0.110, -0.047, -0.057, -0.108, -0.282, 0.022, 0.009, 0.111, 0.095, 0.028, 0.046, 0.086, 0.106, 0.106, 0.103, 0.076, 0.062, 0.104, 0.109, 0.110, 0.087, 0.072, 0.108, 0.107, 0.106, 0.084, 0.089, 0.118, 0.118, 0.093, 0.019, 0.670, -1.444, 0.955, -1.034, -1.088, 0.729, 0.958, 0.637, -0.216, 0.858, -0.383, -0.106, -0.048, -0.053, -0.071, -0.085, -0.361, -0.102, -0.052, -0.055, -0.056, -0.073, 0.074, 0.054, 0.042, 0.101, 0.117, 0.116, 0.111, 0.102, 0.094, 0.116, 0.114, 0.114, 0.102, -0.216, -0.234, -0.243, -0.127, 0.228, -0.132, 0.221],
  "de_lowest_ev": 0.000,
  "homo_energy_ev": [-10.27, -10.27],
  "total_charge": 1,
  "max_force_ev_per_a": 0.27,
  "homo_lumo_gap_ev": [5.2, 5.2],
  "lumo_ha": [-0.1860, -0.1859]
}

***

[3]
{
  "formula": "H14O7",
  "method": "wB97M-V/def2-TZVPD",
  "species": ["O", "H", "H", "O", "H", "H", "O", "H", "H", "O", "H", "H", "O", "H", "H", "O", "H", "H", "O", "H", "H"],
  "coordinates": [[19.686, 11.378, 8.559], [19.256, 10.718, 8.027], [19.062, 12.094, 8.551], [17.111, 17.527, 5.945], [17.272, 16.920, 5.235], [17.923, 17.956, 6.127], [16.581, 12.682, 5.961], [16.696, 12.366, 5.069], [15.645, 12.865, 5.859], [20.801, 13.045, 6.154], [21.223, 13.155, 7.015], [20.629, 12.096, 6.193], [18.560, 14.566, 6.433], [19.452, 14.295, 6.636], [17.904, 13.837, 6.524], [18.089, 13.647, 9.032], [17.205, 13.648, 9.335], [18.225, 14.414, 8.475], [17.675, 15.431, 3.835], [18.492, 15.382, 3.356], [17.748, 14.967, 4.667]],
  "lowdin_charge": [-0.045, 0.028, -0.029, -0.040, -0.026, 0.011, -0.024, 0.055, 0.064, -0.053, 0.054, 0.046, -0.083, 0.006, 0.016, -0.025, 0.039, 0.029, -0.047, 0.039, -0.016],
  "de_lowest_ev": 1.478,
  "homo_energy_ev": -10.70,
  "total_charge": 0,
  "max_force_ev_per_a": 1.74,
  "homo_lumo_gap_ev": 10.8,
  "lumo_ha": 0.0055,
  "smiles": "O.O.O.O.O.O.O"
}

***

[4]
{
  "formula": "C2H4NP",
  "method": "wB97M-V/def2-TZVPD",
  "species": ["C", "C", "N", "P", "H", "H", "H", "H"],
  "coordinates": [[0.410, 0.167, 0.048], [-1.001, 0.174, 0.404], [1.305, 1.052, -0.226], [1.981, -0.549, 0.109], [-1.150, 1.348, 0.697], [-1.241, -0.541, 1.241], [-1.708, -0.086, -0.479], [1.406, -1.564, -1.794]],
  "lowdin_charge": [-0.821, -0.104, -0.145, 0.802, 0.133, 0.083, 0.106, -0.054],
  "de_lowest_ev": 3.199,
  "homo_energy_ev": [-8.58, -8.57],
  "total_charge": 0,
  "max_force_ev_per_a": 3.51,
  "homo_lumo_gap_ev": [8.4, 8.4],
  "lumo_ha": [-0.0061, -0.0061]
}

***

[5]
{
  "formula": "C6H8N2O2",
  "method": "wB97M-V/def2-TZVPD",
  "species": ["C", "C", "C", "C", "C", "C", "N", "N", "O", "O", "H", "H", "H", "H", "H", "H", "H", "H"],
  "coordinates": [[1.431, -1.340, -1.223], [0.830, -1.712, -0.058], [-1.710, -0.344, -0.680], [0.662, 0.845, -1.703], [-0.713, -0.035, 0.387], [-0.302, 1.331, 2.263], [1.531, -0.056, -1.616], [0.208, -0.841, 0.767], [-1.753, -1.376, -1.308], [-1.077, 1.029, 1.114], [2.127, -2.017, -1.703], [1.066, -2.671, 0.383], [-2.531, 0.396, -0.701], [-0.422, 0.688, -1.774], [0.997, 1.869, -1.806], [0.710, 0.938, 2.150], [-0.763, 0.881, 3.144], [-0.289, 2.415, 2.362]],
  "lowdin_charge": [-0.098, -0.075, -0.334, 0.029, -0.421, -0.056, 0.065, 0.145, 0.003, -0.064, 0.118, 0.120, 0.131, 0.076, 0.092, 0.084, 0.095, 0.091],
  "spin_multiplicity": 3,
  "de_lowest_ev": 1.795,
  "homo_energy_ev": [-5.74, -9.04],
  "total_charge": 0,
  "max_force_ev_per_a": 4.44,
  "homo_lumo_gap_ev": [6.1, 6.7],
  "lumo_ha": [0.0145, -0.0848]
}

***

[6]
{
  "formula": "C45H54BrCl2N3O4SSi4Ta",
  "method": "wB97M-V/def2-TZVPD",
  "species": ["Ta", "C", "C", "C", "C", "C", "C", "C", "S", "O", "O", "N", "C", "C", "C", "C", "C", "C", "C", "C", "N", "C", "H", "H", "H", "H", "H", "H", "H", "H", "H", "H", "H", "H", "H", "Br", "C", "C", "C", "C", "C", "C", "H", "H", "H", "H", "Cl", "C", "C", "C", "C", "C", "Cl", "C", "N", "C", "C", "C", "C", "C", "C", "C", "C", "O", "O", "H", "H", "H", "H", "H", "H", "H", "H", "H", "H", "C", "Si", "C", "C", "Si", "Si", "C", "C", "C", "Si", "C", "C", "C", "H", "H", "H", "H", "H", "H", "H", "H", "H", "H", "H", "H", "H", "H", "H", "H", "H", "H", "H", "H", "H", "H", "H", "H", "H", "H", "H"],
  "coordinates": [[0.361, -0.551, -1.034], [-3.359, -7.670, 0.382], [-2.653, -6.492, -0.374], [-2.927, -5.144, -0.094], [-2.037, -4.191, -0.502], [-1.043, -4.480, -1.396], [-0.845, -5.770, -1.839], [-1.618, -6.769, -1.268], [0.000, -3.162, -1.983], [-0.811, -1.979, -2.389], [0.952, -3.789, -2.839], [0.572, -2.537, -0.657], [1.558, -3.047, 0.157], [1.918, -4.346, 0.389], [2.977, -4.662, 1.246], [3.668, -3.702, 1.983], [3.329, -2.365, 1.777], [3.982, -1.250, 2.314], [3.643, 0.014, 1.934], [2.488, 0.219, 1.231], [1.816, -0.784, 0.691], [2.239, -2.060, 0.901], [-3.485, -7.333, 1.445], [-2.679, -8.493, 0.456], [-4.298, -8.112, 0.053], [-3.786, -4.844, 0.533], [-2.092, -3.139, -0.152], [-0.188, -6.076, -2.634], [-1.376, -7.782, -1.609], [1.456, -5.202, -0.103], [3.247, -5.670, 1.324], [4.455, -3.939, 2.688], [4.756, -1.452, 3.063], [4.159, 0.880, 2.330], [2.144, 1.244, 1.084], [5.489, -1.075, -5.267], [4.241, -0.839, -3.901], [2.939, -1.152, -4.166], [1.937, -0.788, -3.260], [2.236, -0.287, -1.999], [3.595, 0.067, -1.782], [4.601, -0.147, -2.738], [2.722, -1.552, -5.141], [0.877, -0.950, -3.567], [3.838, 0.619, -0.863], [5.599, 0.211, -2.479], [3.381, 3.759, 0.115], [2.615, 5.273, 0.513], [2.952, 5.886, 1.750], [2.232, 6.959, 2.212], [1.166, 7.435, 1.513], [0.922, 6.862, 0.300], [-0.380, 7.545, -0.645], [1.566, 5.761, -0.244], [1.026, 5.131, -1.369], [1.731, 4.508, -2.456], [3.010, 4.920, -2.890], [3.634, 4.249, -3.920], [2.982, 3.160, -4.553], [1.706, 2.817, -4.208], [1.066, 3.516, -3.188], [-0.256, 2.983, -2.652], [-0.059, 1.694, -1.924], [-0.599, 0.655, -2.447], [0.633, 1.522, -0.870], [3.698, 5.480, 2.398], [2.472, 7.346, 3.187], [0.491, 8.270, 1.834], [0.216, 5.670, -1.705], [3.528, 5.718, -2.325], [4.609, 4.618, -4.222], [3.551, 2.602, -5.315], [1.197, 2.012, -4.726], [-0.945, 2.811, -3.455], [-0.650, 3.725, -1.927], [-3.801, 0.816, -1.663], [-3.731, -0.275, -0.154], [-4.262, -2.015, -0.662], [-5.164, 0.265, 1.024], [-1.433, -0.095, 1.006], [-1.328, -1.480, 2.913], [-3.077, -1.604, 3.646], [-0.127, -0.768, 4.190], [-0.786, -3.275, 2.586], [-1.829, 2.129, 1.957], [-2.790, 2.097, 3.621], [-2.964, 3.188, 0.831], [-0.166, 2.991, 2.148], [-4.823, 1.233, -1.744], [-3.582, 0.240, -2.587], [-3.072, 1.586, -1.592], [-5.321, -1.964, -0.973], [-4.259, -2.696, 0.172], [-3.601, -2.357, -1.468], [-6.069, 0.307, 0.408], [-4.919, 1.175, 1.538], [-5.313, -0.395, 1.862], [-3.469, -0.730, 4.105], [-3.024, -2.480, 4.307], [-3.725, -1.900, 2.802], [-0.314, 0.261, 4.391], [0.917, -0.816, 3.789], [-0.158, -1.255, 5.182], [-0.642, -3.463, 1.520], [-1.572, -4.014, 2.872], [0.148, -3.482, 3.040], [-2.112, 2.124, 4.502], [-3.555, 1.325, 3.722], [-3.395, 3.026, 3.643], [-4.006, 2.908, 0.805], [-2.492, 3.211, -0.190], [-2.939, 4.250, 1.175], [0.412, 2.281, 2.717], [-0.125, 3.972, 2.666], [0.374, 3.122, 1.165]],
  "lowdin_charge": [1.665, -0.022, -0.199, -0.019, -0.116, -0.281, -0.050, -0.028, 0.659, -0.374, -0.221, -0.274, -0.261, 0.015, -0.025, 0.008, -0.143, 0.028, -0.034, -0.141, -0.026, -0.147, 0.091, 0.060, 0.079, 0.130, 0.086, 0.121, 0.129, 0.126, 0.099, 0.124, 0.140, 0.124, 0.089, 0.799, -0.713, -0.124, -0.147, -0.254, -0.058, -0.095, 0.105, 0.098, 0.089, 0.114, 0.742, -0.557, -0.088, -0.098, -0.115, -0.568, 0.734, -0.320, 0.052, -0.211, -0.044, -0.060, -0.068, -0.040, -0.146, -0.016, -0.569, -0.112, -0.160, 0.100, 0.112, 0.132, 0.071, 0.126, 0.110, 0.116, 0.125, 0.133, 0.128, -0.214, 0.431, -0.226, -0.193, 0.437, 0.348, -0.204, -0.210, -0.192, 0.392, -0.205, -0.219, -0.223, 0.052, 0.048, -0.028, 0.054, -0.001, 0.022, 0.042, -0.014, 0.011, -0.003, 0.036, 0.016, -0.011, 0.026, 0.047, -0.023, 0.052, 0.012, 0.037, 0.000, 0.037, 0.006, 0.017, 0.045, -0.003, 0.047, 0.020],
  "homo_energy_ev": -10.28,
  "total_charge": 1,
  "max_force_ev_per_a": 3.54,
  "homo_lumo_gap_ev": 6.5,
  "lumo_ha": -0.1386
}

***

Number 1: electronic energy -285.3807 hartree. Number 2: electronic energy -4918.9441 hartree. Number 3: electronic energy -535.0695 hartree. Number 4: electronic energy -474.5561 hartree. Number 5: electronic energy -493.2328 hartree. Number 6: electronic energy -7319.9025 hartree.